Entry A
{
  "formula": "C3H4O3",
  "method": "ωB97M-V with the def2-TZVPD basis set",
  "gap_ha": 0.31465,
  "species": ["H", "H", "O", "O", "C", "H", "O", "C", "C", "H"],
  "xyz": [[0.21, 1.16, -1.00], [-1.06, -1.20, 0.53], [2.32, -0.28, 0.64], [0.96, -0.71, -1.23], [-1.20, -0.37, -0.17], [-1.71, 0.44, 0.35], [0.86, 1.18, 1.68], [1.31, 0.40, 0.90], [0.13, 0.11, -0.69], [-1.82, -0.73, -1.00]],
  "lowdin_charge": [0.15, 0.10, 0.12, 0.04, -0.03, 0.08, 0.20, -0.43, -0.32, 0.09]
}



Entry B
{
  "formula": "C3H4O3",
  "method": "ωB97M-V with the def2-TZVPD basis set",
  "gap_ha": 0.30594,
  "species": ["H", "C", "C", "O", "H", "H", "H", "C", "O", "O"],
  "xyz": [[-2.33, -0.73, -1.08], [1.19, 0.86, 0.03], [0.01, 0.26, 0.59], [-1.44, 0.53, 0.05], [1.20, 1.30, -0.96], [-0.05, 0.05, 1.65], [1.94, 1.24, 0.71], [0.54, -0.85, -0.22], [0.94, -1.87, -0.60], [-1.99, -0.79, -0.17]],
  "lowdin_charge": [0.10, -0.01, -0.24, -0.13, 0.08, 0.16, 0.07, -0.17, 0.20, -0.06]
}



Entry C
{
  "formula": "C3H4O3",
  "method": "ωB97M-V with the def2-TZVPD basis set",
  "gap_ha": 0.43502,
  "species": ["H", "H", "O", "C", "C", "H", "C", "O", "H", "O"],
  "xyz": [[1.30, 1.19, 0.82], [-0.12, 1.74, -0.11], [-2.03, -1.42, 0.99], [-1.15, -0.76, 0.54], [0.59, -0.20, -0.77], [0.78, 0.18, -1.78], [0.40, 0.87, 0.30], [-0.44, 0.18, 1.23], [1.36, -0.93, -0.50], [-0.69, -0.84, -0.73]],
  "lowdin_charge": [0.13, 0.13, 0.17, -0.56, -0.12, 0.13, -0.12, 0.05, 0.13, 0.05]
}



Last place for stability: entry B



Entry A
{
  "formula": "C3H4O3",
  "method": "ωB97M-V with the def2-TZVPD basis set",
  "gap_ha": 0.43592,
  "species": ["H", "H", "H", "O", "O", "O", "H", "C", "C", "C"],
  "xyz": [[-0.93, 1.25, 0.90], [-1.13, -1.14, 1.00], [-0.98, -1.30, -0.77], [2.70, 0.08, -0.15], [0.78, -1.05, 0.25], [0.69, 1.08, -0.36], [-1.31, 1.08, -0.84], [-0.65, 0.74, -0.03], [-0.61, -0.78, 0.11], [1.51, 0.04, -0.09]],
  "lowdin_charge": [0.13, 0.13, 0.13, 0.16, 0.06, 0.06, 0.13, -0.12, -0.12, -0.56]
}



Entry B
{
  "formula": "C3H4O3",
  "method": "ωB97M-V with the def2-TZVPD basis set",
  "gap_ha": 0.36146,
  "species": ["H", "C", "O", "O", "C", "H", "C", "O", "H", "H"],
  "xyz": [[2.19, 0.30, 1.26], [1.65, 0.33, 0.29], [-1.99, -0.57, -0.42], [0.12, -1.31, 0.96], [-0.92, 0.32, -0.42], [-1.19, 1.27, 0.08], [0.25, -0.28, 0.33], [2.15, 0.70, -0.74], [-0.61, 0.58, -1.44], [-1.70, -1.34, 0.09]],
  "lowdin_charge": [0.14, -0.16, -0.04, 0.11, -0.20, 0.14, -0.31, 0.09, 0.14, 0.08]
}



Entry C
{
  "formula": "C3H4O3",
  "method": "ωB97M-V with the def2-TZVPD basis set",
  "gap_ha": 0.34927,
  "species": ["C", "C", "H", "H", "C", "O", "H", "O", "O", "H"],
  "xyz": [[1.38, -0.42, 0.43], [-2.06, 0.25, -0.36], [-2.48, 1.26, -0.32], [1.79, -1.36, 0.02], [-0.09, -0.67, 0.50], [-2.64, -0.76, -0.58], [1.72, -0.40, 1.48], [-0.67, 0.33, -0.18], [1.89, 0.70, -0.25], [1.16, 1.08, -0.75]],
  "lowdin_charge": [-0.29, -0.28, 0.15, 0.13, 0.06, 0.14, 0.13, -0.05, -0.05, 0.08]
}



Entry D
{
  "formula": "C3H4O3",
  "method": "ωB97M-V with the def2-TZVPD basis set",
  "gap_ha": 0.41013,
  "species": ["H", "C", "H", "O", "C", "O", "C", "H", "H", "O"],
  "xyz": [[2.52, -0.28, -0.72], [1.60, -0.28, -0.13], [-2.11, -0.62, 0.65], [-1.12, -1.27, -0.98], [-0.45, 0.75, 0.13], [1.36, -1.02, 0.79], [-1.30, -0.49, -0.09], [-0.30, 0.91, 1.20], [-0.98, 1.62, -0.29], [0.78, 0.69, -0.57]],
  "lowdin_charge": [0.15, -0.33, 0.13, 0.08, -0.14, 0.09, -0.23, 0.13, 0.14, -0.02]
}



Last place for stability: entry C



Entry A
{
  "formula": "C3H7N2O",
  "method": "ωB97M-V with the def2-TZVPD basis set",
  "total_charge": 2,
  "gap_ha": [0.21364, 0.06764],
  "spin_multiplicity": 2,
  "species": ["H", "N", "C", "H", "N", "O", "C", "H", "H", "H", "C", "H", "H"],
  "xyz": [[-1.61, 1.89, -0.34], [-0.36, 0.02, 0.52], [-1.78, -1.36, -0.37], [0.43, 0.44, 0.89], [-2.22, -0.12, -0.72], [4.23, 1.42, -0.11], [-0.62, -1.29, 0.39], [5.04, 1.42, 0.44], [3.56, 1.17, 0.58], [-0.10, -2.06, 0.88], [-1.35, 0.76, -0.09], [-3.09, 0.12, -1.33], [-2.13, -2.41, -0.75]],
  "lowdin_spin": [0.00, 0.05, 0.33, 0.00, 0.02, 0.00, 0.32, 0.00, 0.00, 0.01, 0.27, 0.00, 0.00]
}



Entry B
{
  "formula": "C3H7N2O",
  "method": "ωB97M-V with the def2-TZVPD basis set",
  "total_charge": 2,
  "gap_ha": [0.38309, 0.06422],
  "spin_multiplicity": 2,
  "species": ["H", "O", "C", "H", "H", "H", "H", "N", "N", "H", "C", "H", "C"],
  "xyz": [[3.22, 0.15, 0.17], [-4.97, 2.36, 3.74], [1.06, -0.02, -0.31], [-0.57, -1.17, -1.38], [-5.18, 3.24, 3.25], [3.61, -1.38, -1.79], [-5.84, 2.08, 3.92], [2.47, -0.12, -0.58], [1.45, -1.57, -1.89], [0.57, 0.59, 0.36], [0.37, -0.88, -1.16], [1.16, -2.20, -2.73], [2.65, -1.07, -1.60]],
  "lowdin_spin": [0.00, 0.86, 0.04, 0.00, 0.00, 0.00, 0.02, 0.01, 0.00, 0.00, 0.05, 0.00, 0.02]
}



Last place for stability: entry A



Entry A
{
  "formula": "C3H5BCl2O2",
  "method": "ωB97M-V with the def2-TZVPD basis set",
  "gap_ha": 0.31764,
  "species": ["Cl", "H", "C", "C", "H", "O", "H", "B", "O", "H", "Cl", "H", "C"],
  "xyz": [[2.62, 1.61, -0.11], [0.63, 1.15, 1.30], [1.36, -0.70, 0.65], [1.19, 0.78, 0.51], [0.88, 0.35, -1.58], [-1.69, 0.22, 0.80], [-2.81, -0.69, -1.39], [-1.27, 0.03, -0.46], [-2.02, -0.29, -1.56], [-2.47, -0.10, 1.16], [2.57, -1.63, -0.12], [0.75, -1.07, 1.39], [0.25, 0.36, -0.60]],
  "lowdin_charge": [0.63, 0.08, -0.58, -0.78, 0.12, 0.21, 0.05, -0.70, 0.21, 0.08, 0.64, 0.05, -0.02]
}



Entry B
{
  "formula": "C3H5BCl2O2",
  "method": "ωB97M-V with the def2-TZVPD basis set",
  "gap_ha": 0.35767,
  "species": ["H", "B", "O", "C", "Cl", "O", "Cl", "H", "H", "C", "H", "H", "C"],
  "xyz": [[-2.09, 1.79, -0.30], [-0.50, 1.16, 0.29], [-1.62, 1.01, -0.41], [0.32, -0.17, 0.50], [2.43, -1.30, -1.06], [-0.04, 2.22, 0.93], [0.56, -3.04, 0.92], [-1.04, -1.88, -0.35], [-0.42, 3.15, 0.92], [0.80, -0.82, -0.83], [1.22, -0.21, 1.06], [0.46, -0.30, -1.72], [-0.09, -1.60, 0.04]],
  "lowdin_charge": [0.08, -0.74, 0.24, -0.10, 0.65, 0.21, 0.57, 0.09, 0.15, -0.73, 0.10, 0.10, -0.61]
}



Last place for stability: entry A



Entry A
{
  "formula": "CH2ClNO3S",
  "method": "ωB97M-V with the def2-TZVPD basis set",
  "gap_ha": [0.28499, 0.29462],
  "species": ["N", "O", "H", "S", "O", "O", "Cl", "H", "C"],
  "xyz": [[0.65, 1.45, -0.53], [-2.37, -1.63, 0.13], [1.05, 2.06, -1.25], [0.79, -0.22, -0.43], [1.68, -0.47, 0.63], [0.93, -0.85, -1.68], [-1.24, -1.03, 2.35], [-0.01, 1.90, 0.05], [-1.47, -1.21, 0.74]],
  "lowdin_charge": [-0.11, 0.06, 0.08, 0.62, -0.35, -0.32, 0.77, 0.03, -0.78]
}



Entry B
{
  "formula": "CH2ClNO3S",
  "method": "ωB97M-V with the def2-TZVPD basis set",
  "gap_ha": 0.38684,
  "species": ["N", "O", "S", "Cl", "C", "O", "H", "O", "H"],
  "xyz": [[-0.02, -1.64, -0.05], [-3.23, 1.92, -0.74], [0.39, -1.48, -1.49], [-0.48, 1.81, 0.35], [-3.37, 1.09, 0.02], [0.56, -0.12, -1.99], [0.13, 0.92, -0.37], [-3.46, 0.14, 0.69], [-0.01, -1.02, 0.65]],
  "lowdin_charge": [-0.26, 0.17, 0.88, 0.41, -0.52, -0.54, -0.26, 0.17, -0.06]
}



Entry C
{
  "formula": "CH2ClNO3S",
  "method": "ωB97M-V with the def2-TZVPD basis set",
  "gap_ha": [0.28581, 0.28616],
  "species": ["O", "Cl", "N", "S", "C", "H", "O", "O", "H"],
  "xyz": [[-1.13, 0.67, 0.96], [2.24, -0.78, 0.23], [0.00, 0.61, -0.96], [-1.15, -1.50, 0.36], [-0.38, 1.28, 0.22], [-0.05, 2.25, 0.25], [-0.30, -0.60, -0.99], [1.60, 0.72, 0.29], [-0.83, -2.66, -0.36]],
  "lowdin_charge": [-0.09, 0.63, 0.02, 0.85, -0.33, 0.12, -0.42, -0.70, -0.09]
}



Last place for stability: entry C